The following is a quantum chemistry calculation of an isolated molecule of C19H20N2O5S, from the OMol25 dataset.

Structure (XYZ):
```
47
C19H20N2O5S | the OMol25 dataset | wB97M-V/def2-TZVPD
C -7.082 -1.967 -1.102
N -6.292 -1.107 -0.264
C -6.802 -0.427 0.827
O -7.933 -0.445 1.214
O -5.787 0.284 1.398
C -4.655 0.053 0.678
C -3.386 0.547 0.872
C -2.424 0.127 -0.036
S -0.751 0.763 0.139
O -0.497 1.001 1.539
O 0.143 -0.123 -0.552
C -0.801 2.376 -0.721
C 0.226 3.307 -0.101
C 1.631 2.741 -0.338
O 2.235 2.951 -1.369
N 2.119 2.038 0.699
C 3.362 1.304 0.614
C 3.130 -0.209 0.718
C 4.415 -0.947 0.482
C 4.836 -1.220 -0.814
C 6.036 -1.870 -1.042
C 6.833 -2.253 0.023
C 6.423 -1.983 1.317
C 5.222 -1.333 1.543
C -2.701 -0.736 -1.083
C -3.981 -1.234 -1.275
C -4.955 -0.825 -0.380
H -8.098 -1.960 -0.710
H -6.689 -2.984 -1.081
H -7.084 -1.600 -2.130
H -3.129 1.200 1.688
H -1.815 2.753 -0.609
H -0.580 2.173 -1.766
H 0.028 3.409 0.966
H 0.170 4.286 -0.581
H 1.486 1.767 1.440
H 3.814 1.554 -0.349
H 4.031 1.635 1.415
H 2.733 -0.441 1.709
H 2.381 -0.495 -0.023
H 4.214 -0.923 -1.645
H 6.351 -2.079 -2.055
H 7.769 -2.762 -0.154
H 7.040 -2.281 2.153
H 4.906 -1.127 2.556
H -1.889 -1.023 -1.731
H -4.206 -1.912 -2.081
```

- SMILES: Cn1c(=O)oc2cc(S(=O)(=O)CCC(=O)NCCc3ccccc3)ccc21
- Strongest force on any atom: 1.0 eV/Å
- Orbital gap: 9.07 eV
- Relative energy (zero: lowest compared OMol25 entry of this formula, charge and spin): 72.9 kJ/mol
- Total energy: -44081.603 eV

***

The following is a quantum chemistry calculation of an isolated molecule of C19H20N4O2 in a non-equilibrium geometry, from the OMol25 dataset.

Structure (XYZ):
```
45
C19H20N4O2 | the OMol25 dataset | wB97M-V/def2-TZVPD
O -3.794 -0.328 1.898
C -2.695 0.207 2.090
C -2.769 1.722 2.103
C -3.905 2.416 2.599
N -4.012 3.777 2.577
C -3.032 4.423 1.991
C -1.900 3.803 1.486
N -1.776 2.459 1.541
N -1.518 -0.543 2.165
C -1.513 -1.972 1.776
C -0.560 -2.150 0.607
C 0.805 -1.443 0.730
N 1.440 -1.511 -0.606
C 2.356 -2.557 -0.813
O 2.539 -3.482 -0.041
C 3.271 -2.548 -2.042
C 3.577 -1.116 -2.449
C 2.311 -0.389 -2.617
C 2.102 0.447 -3.755
C 0.916 1.165 -3.902
C -0.096 0.967 -2.961
C 0.106 0.122 -1.853
C 1.290 -0.586 -1.667
C 0.702 -0.010 1.377
C -0.221 -0.025 2.572
H -4.711 1.845 3.060
H -3.100 5.509 1.844
H -1.107 4.427 1.058
H -1.169 -2.594 2.622
H -2.512 -2.259 1.430
H -0.341 -3.208 0.413
H -1.131 -1.871 -0.289
H 1.428 -2.018 1.437
H 2.768 -3.062 -2.844
H 4.178 -3.102 -1.750
H 4.196 -0.656 -1.673
H 4.120 -1.172 -3.338
H 2.890 0.577 -4.482
H 0.770 1.831 -4.792
H -1.068 1.465 -3.050
H -0.761 0.028 -1.174
H 1.660 0.404 1.619
H 0.357 0.747 0.688
H 0.166 -0.654 3.330
H -0.257 0.919 3.085
```

- SMILES: O=C(c1cnccn1)N1CCC(N2C(=O)CCc3ccccc32)CC1
- Strongest force on any atom: 2.4 eV/Å
- Orbital gap: 8.56 eV
- Relative energy (zero: lowest compared OMol25 entry of this formula, charge and spin): 87.5 kJ/mol
- Total energy: -30083.184 eV

***

The following is a quantum chemistry calculation of a structure of composition C19H20N4O2PdS, from the OMol25 dataset.

Structure (XYZ):
```
47
C19H20N4O2PdS | the OMol25 dataset | wB97M-V/def2-TZVPD
Pd -0.084 -0.090 -1.107
O -0.078 -2.430 -1.437
C 1.149 -2.749 -1.615
C 1.637 -4.071 -1.374
C 2.989 -4.363 -1.384
C 3.939 -3.380 -1.683
C 3.483 -2.107 -2.024
C 2.132 -1.793 -2.045
C 1.661 -0.464 -2.531
N 2.446 0.564 -2.553
C 1.876 1.774 -3.106
C 1.107 2.582 -2.044
N -0.211 2.032 -1.795
C -0.581 1.940 -0.533
C -1.966 1.663 -0.060
C -2.350 2.233 1.147
C -3.576 1.975 1.760
C -4.431 1.055 1.139
C -4.091 0.461 -0.060
C -2.863 0.748 -0.762
O -2.595 0.239 -1.880
H 0.906 -4.831 -1.116
H 3.318 -5.374 -1.155
H 5.000 -3.600 -1.647
H 4.183 -1.328 -2.306
H 0.793 -0.506 -3.202
H 1.179 1.579 -3.935
H 2.693 2.403 -3.478
H 0.989 3.611 -2.409
H 1.732 2.608 -1.136
H 0.077 2.356 0.240
H -1.652 2.913 1.632
H -3.851 2.461 2.690
H -5.371 0.792 1.620
H -4.747 -0.271 -0.520
S 1.287 -0.557 0.949
C 0.192 -0.012 2.033
N 0.324 1.095 2.864
C -0.361 0.831 4.127
C -1.325 -0.327 3.769
N -0.988 -0.607 2.387
H 1.275 1.425 2.899
H -0.906 1.713 4.466
H 0.335 0.533 4.917
H -2.368 -0.022 3.866
H -1.160 -1.193 4.418
H -1.150 -1.513 1.977
```

- Net charge: -2
- Strongest force on any atom: 0.8 eV/Å
- Orbital gap: 4.42 eV
- Relative energy (zero: lowest compared OMol25 entry of this formula, charge and spin): 136.2 kJ/mol
- Total energy: -44396.537 eV

***

The following is a quantum chemistry calculation of an isolated molecule of C19H20N4O3 in a non-equilibrium geometry, from the OMol25 dataset.

Structure (XYZ):
```
46
C19H20N4O3 | the OMol25 dataset | wB97M-V/def2-TZVPD
C 8.228 2.069 -0.566
C 6.787 1.619 -0.745
O 6.489 0.709 0.296
C 5.246 0.165 0.360
C 5.022 -0.719 1.418
C 3.796 -1.325 1.576
C 2.758 -1.066 0.681
N 1.536 -1.715 0.902
C 0.388 -1.651 0.193
N 0.263 -0.923 -0.881
N -0.894 -0.896 -1.532
C -1.921 -1.573 -1.142
C -3.214 -1.434 -1.884
C -4.074 -0.448 -1.132
C -5.126 -0.870 -0.337
C -5.895 0.038 0.373
C -5.609 1.395 0.300
O -6.296 2.378 0.952
C -7.388 2.010 1.756
C -4.540 1.823 -0.490
C -3.783 0.911 -1.192
C -1.899 -2.436 0.040
O -2.796 -3.126 0.473
N -0.655 -2.411 0.668
C 2.976 -0.189 -0.373
C 4.208 0.420 -0.531
H 8.350 2.545 0.404
H 8.894 1.212 -0.616
H 8.495 2.775 -1.347
H 6.110 2.483 -0.695
H 6.661 1.130 -1.721
H 5.829 -0.914 2.105
H 3.642 -2.005 2.401
H 1.526 -2.315 1.717
H -3.006 -1.069 -2.889
H -3.709 -2.405 -1.925
H -5.348 -1.924 -0.260
H -6.708 -0.329 0.979
H -8.170 1.514 1.172
H -7.781 2.941 2.164
H -7.081 1.357 2.580
H -4.325 2.879 -0.532
H -2.951 1.247 -1.793
H -0.553 -2.983 1.500
H 2.174 0.009 -1.063
H 4.343 1.095 -1.360
```

- SMILES: CCOc1ccc(Nc2nnc(Cc3ccc(OC)cc3)c(=O)[nH]2)cc1
- Strongest force on any atom: 1.6 eV/Å
- Orbital gap: 8.34 eV
- Relative energy (zero: lowest compared OMol25 entry of this formula, charge and spin): 296.9 kJ/mol
- Total energy: -32129.821 eV

***

Copy entry 1 word for word.
The following is a quantum chemistry calculation of an isolated molecule of C19H20N2O5S, from the OMol25 dataset.

Structure (XYZ):
```
47
C19H20N2O5S | the OMol25 dataset | wB97M-V/def2-TZVPD
C -7.082 -1.967 -1.102
N -6.292 -1.107 -0.264
C -6.802 -0.427 0.827
O -7.933 -0.445 1.214
O -5.787 0.284 1.398
C -4.655 0.053 0.678
C -3.386 0.547 0.872
C -2.424 0.127 -0.036
S -0.751 0.763 0.139
O -0.497 1.001 1.539
O 0.143 -0.123 -0.552
C -0.801 2.376 -0.721
C 0.226 3.307 -0.101
C 1.631 2.741 -0.338
O 2.235 2.951 -1.369
N 2.119 2.038 0.699
C 3.362 1.304 0.614
C 3.130 -0.209 0.718
C 4.415 -0.947 0.482
C 4.836 -1.220 -0.814
C 6.036 -1.870 -1.042
C 6.833 -2.253 0.023
C 6.423 -1.983 1.317
C 5.222 -1.333 1.543
C -2.701 -0.736 -1.083
C -3.981 -1.234 -1.275
C -4.955 -0.825 -0.380
H -8.098 -1.960 -0.710
H -6.689 -2.984 -1.081
H -7.084 -1.600 -2.130
H -3.129 1.200 1.688
H -1.815 2.753 -0.609
H -0.580 2.173 -1.766
H 0.028 3.409 0.966
H 0.170 4.286 -0.581
H 1.486 1.767 1.440
H 3.814 1.554 -0.349
H 4.031 1.635 1.415
H 2.733 -0.441 1.709
H 2.381 -0.495 -0.023
H 4.214 -0.923 -1.645
H 6.351 -2.079 -2.055
H 7.769 -2.762 -0.154
H 7.040 -2.281 2.153
H 4.906 -1.127 2.556
H -1.889 -1.023 -1.731
H -4.206 -1.912 -2.081
```

- SMILES: Cn1c(=O)oc2cc(S(=O)(=O)CCC(=O)NCCc3ccccc3)ccc21
- Strongest force on any atom: 1.0 eV/Å
- Orbital gap: 9.07 eV
- Relative energy (zero: lowest compared OMol25 entry of this formula, charge and spin): 72.9 kJ/mol
- Total energy: -44081.603 eV

***

What is the formula in the first record? C19H20N2O5S

***

Number 2 is which compound? C19H20N4O2